No. 1
Below is C25H27AlBrCaCl2CsF13N2O9P2 as an isolated structure at a distorted geometry, with properties calculated with wB97M-V/def2-TZVPD.

* orbital gap: 1.3 eV
* HOMO energy: -8.0 eV
* E_LUMO: -6.772 eV

```
! wB97M-V def2-TZVPD RIJCOSX def2/J DEFGRID3
* xyz 1 1
N -8.165 -3.787 1.349
C -7.102 -2.903 1.947
C -5.676 -3.326 1.342
C -5.624 -3.433 -0.259
C -4.112 -3.142 -0.746
C -3.344 -4.478 -1.261
C -1.937 -4.035 -1.890
C -1.716 -3.717 -3.406
C -0.342 -3.241 -3.994
C 0.907 -3.106 -3.048
C 2.358 -2.623 -3.543
C 2.789 -1.391 -2.608
C 3.601 -0.227 -3.341
F 4.233 -0.834 -4.492
F 4.673 0.224 -2.520
C 2.688 0.960 -3.920
F 1.668 0.314 -4.705
F 3.477 1.688 -4.841
C 1.966 1.851 -2.796
F 0.557 1.630 -2.961
F 2.242 1.404 -1.451
C 2.348 3.409 -2.813
F 3.766 3.616 -2.753
F 1.956 3.993 -4.067
C 1.729 4.265 -1.608
F 2.658 4.133 -0.512
F 0.484 3.803 -1.126
C 1.587 5.835 -1.886
F 0.575 6.162 -2.816
F 1.157 6.415 -0.647
F 2.826 6.442 -2.174
C 0.670 -3.468 -1.569
C -0.704 -3.902 -0.976
C -0.499 -4.137 0.581
O -1.173 -4.747 1.435
N 0.784 -3.490 0.903
P 0.747 -1.828 1.494
P 2.740 -1.220 2.204
O 3.435 -2.352 2.991
O 3.828 -0.747 0.947
O 2.567 0.097 3.349
C 1.642 -3.509 -0.314
O 2.881 -3.586 -0.207
H -7.724 -4.728 1.314
H -8.327 -3.436 0.396
H -7.344 -1.783 1.799
H -7.072 -3.071 3.094
H -4.908 -2.552 1.679
H -5.358 -4.339 1.794
H -6.332 -2.646 -0.687
H -5.952 -4.458 -0.665
H -3.483 -2.650 0.091
H -4.090 -2.387 -1.621
H -3.255 -5.260 -0.436
H -3.962 -4.947 -2.117
H -2.587 -3.833 -4.127
H -0.210 -3.018 -5.099
H 3.081 -3.482 -3.324
H 2.252 -2.374 -4.651
H 1.805 -0.928 -2.210
H 3.410 -1.702 -1.695
H 0.509 -1.021 0.324
H 3.369 -0.303 0.193
H 2.989 0.899 2.938
Cs 2.035 2.356 2.599
C 2.721 7.715 -5.196
O 1.496 7.659 -5.295
O 3.556 6.999 -5.879
O 3.354 8.474 -4.427
C 0.108 1.780 8.994
C -0.387 3.153 8.643
O -1.526 3.335 8.244
C 0.578 4.298 8.803
H -0.692 1.054 8.830
H 0.982 1.510 8.335
H 0.402 1.747 10.046
H 1.446 4.144 8.158
H 0.891 4.377 9.846
H 0.086 5.229 8.513
Al 3.322 5.349 -6.887
Cl 2.186 0.788 7.489
Cl 5.792 -0.817 0.418
Ca -7.235 -2.425 4.582
Br 4.931 8.282 -6.099
*
```

No. 2
Below is a 2-piece molecular cluster, C11H16ClINO8S3 overall at a distorted geometry, with properties calculated with wB97M-V/def2-TZVPD.

* orbital gap: 1.9 eV
* HOMO energy: -2.3 eV
* E_LUMO: -0.422 eV

```
! wB97M-V def2-TZVPD RIJCOSX def2/J DEFGRID3
* xyz -1 1
C -3.089 -0.958 1.259
C -1.799 -0.981 1.580
C -0.601 -0.942 0.647
Cl 0.726 -0.216 1.601
C -0.265 -2.398 0.156
S -0.734 -3.800 1.258
O 0.999 -2.607 -0.382
C 2.118 -2.793 0.495
C 3.265 -1.843 0.172
C 3.990 -1.309 1.419
O 4.153 -2.594 -0.668
N -1.190 -2.450 -0.964
C -1.550 -1.243 -1.421
I -2.821 -1.063 -2.994
C -0.849 -0.157 -0.683
S 0.693 0.066 -1.693
C -1.664 1.134 -0.619
C -1.044 2.475 -0.251
O -1.749 3.424 -0.279
O 0.298 2.523 -0.002
H -3.453 -0.906 0.243
H -3.837 -1.002 2.038
H -1.526 -1.067 2.623
H -0.294 -3.305 2.418
H 1.823 -2.669 1.532
H 2.489 -3.808 0.370
H 2.875 -1.006 -0.404
H 3.917 -0.224 1.453
H 5.048 -1.554 1.367
H 3.576 -1.695 2.346
H 4.953 -2.075 -0.797
H -1.495 -3.318 -1.370
H 0.165 0.990 -2.504
H -2.517 1.035 0.034
H -2.066 1.304 -1.617
H 0.443 2.732 0.928
O -2.226 7.776 -1.990
S -1.794 6.468 -1.455
O -0.359 6.228 -1.745
O -2.602 5.402 -2.111
O -2.009 6.426 0.010
*
```

No. 3
Below is C34H43AsOSSb2Y as an isolated structure, with properties calculated with wB97M-V/def2-TZVPD.

* orbital gap: 6.3 eV
* HOMO energy: -15.6 eV
* E_LUMO: -9.290 eV
* ΔE to the lowest compared entry with this formula, charge and spin: 0.0 kcal per mole

```
! wB97M-V def2-TZVPD RIJCOSX def2/J DEFGRID3
* xyz 3 1
Y -0.032 -0.274 -0.257
C 0.159 2.359 3.532
Sb 0.548 0.421 2.764
C -0.599 -0.797 4.079
C 2.521 0.079 3.554
C 3.472 1.198 3.242
C 3.503 2.298 4.103
C 4.359 3.363 3.890
C 5.222 3.341 2.802
C 5.216 2.250 1.951
C 4.352 1.172 2.150
C 4.435 0.015 1.196
Sb 3.089 0.231 -0.458
C 4.070 -0.952 -1.929
C 3.599 2.177 -1.132
H 0.322 2.324 4.608
H -0.870 2.651 3.338
H 0.844 3.077 3.087
H -0.515 -0.392 5.086
H -0.206 -1.813 4.071
H -1.645 -0.805 3.781
H 2.853 -0.892 3.191
H 2.366 -0.008 4.630
H 2.865 2.301 4.979
H 4.373 4.194 4.583
H 5.915 4.155 2.635
H 5.925 2.213 1.132
H 4.241 -0.950 1.663
H 5.421 -0.036 0.734
H 5.080 -0.567 -2.060
H 3.546 -0.909 -2.883
H 4.132 -1.988 -1.595
H 4.680 2.233 -1.249
H 3.277 2.928 -0.414
H 3.128 2.356 -2.098
C -6.674 -4.428 -1.019
C -6.946 -3.122 -1.407
C -5.905 -2.231 -1.616
C -4.588 -2.646 -1.418
C -4.316 -3.956 -1.037
C -5.363 -4.845 -0.841
As -3.241 -1.304 -1.745
C -1.595 -2.265 -1.134
C -1.387 -2.648 0.200
C -0.114 -2.991 0.662
C 0.974 -2.984 -0.219
C 0.768 -2.692 -1.569
C -0.502 -2.328 -2.016
C -3.320 -0.307 -0.042
C -4.028 -0.746 1.072
C -4.028 0.005 2.243
C -3.312 1.194 2.326
C -2.617 1.656 1.218
C -2.624 0.910 0.036
H -7.488 -5.124 -0.867
H -7.967 -2.801 -1.559
H -6.126 -1.219 -1.939
H -3.298 -4.306 -0.913
H -5.155 -5.868 -0.557
H -2.214 -2.630 0.899
H 0.028 -3.272 1.698
H 1.962 -3.248 0.138
H 1.599 -2.724 -2.263
H -0.644 -2.077 -3.060
H -4.612 -1.658 1.016
H -4.610 -0.332 3.092
H -3.342 1.780 3.236
H -2.130 2.624 1.240
H -2.245 1.362 -0.877
O -0.095 0.915 -2.041
S -0.844 1.736 -3.148
C 0.254 3.159 -3.440
C 1.012 2.909 -4.752
C 1.032 1.402 -4.993
C -0.385 0.936 -4.693
H 0.895 3.176 -2.558
H -0.363 4.056 -3.444
H 2.013 3.333 -4.695
H 0.496 3.409 -5.571
H 1.743 0.902 -4.331
H 1.304 1.156 -6.018
H -0.542 -0.136 -4.581
H -1.108 1.315 -5.421
*
```

No. 4
Below is a 4-piece molecular cluster, C6H14O3 overall at a distorted geometry, with properties calculated with wB97M-V/def2-TZVPD.

* orbital gap: 8.9 eV
* SMILES string: C=C/C=C/C=C.O.O.O
* HOMO energy: -8.5 eV
* E_LUMO: 0.388 eV
* ΔE to the lowest compared entry with this formula, charge and spin: 65.1 kcal per mole

```
! wB97M-V def2-TZVPD RIJCOSX def2/J DEFGRID3
* xyz 0 1
C 1.810 -2.093 -0.564
C 0.559 -2.276 -0.138
C -0.262 -1.206 0.426
C -1.453 -0.827 -0.021
C -2.248 0.284 0.493
C -1.971 1.191 1.426
H 2.266 -2.734 -1.299
H 2.446 -1.299 -0.189
H 0.105 -3.196 -0.494
H 0.217 -0.692 1.259
H -1.934 -1.357 -0.837
H -3.213 0.457 0.012
H -1.029 1.115 1.965
H -2.613 2.003 1.730
O -1.115 1.057 -2.499
H -0.425 0.671 -3.038
H -1.782 0.437 -2.210
O 1.441 1.122 2.363
H 1.170 2.019 2.131
H 1.763 0.842 1.484
O 2.135 1.532 -0.308
H 1.298 1.648 -0.770
H 2.835 1.304 -0.922
*
```

No. 5
Below is one molecule with the formula C5H13PS2 at a distorted geometry, with properties calculated with wB97M-V/def2-TZVPD.

* orbital gap: 8.9 eV
* SMILES string: CC(C)(C)[P@@](C)(=S)S
* HOMO energy: -8.4 eV
* E_LUMO: 0.473 eV
* ΔE to the lowest compared entry with this formula, charge and spin: 0.0 kcal per mole

```
! wB97M-V def2-TZVPD RIJCOSX def2/J DEFGRID3
* xyz 0 1
C -0.968 0.689 1.349
C -0.667 -0.103 0.064
C -1.925 -0.109 -0.875
C -0.398 -1.473 0.696
P 1.003 0.324 -0.847
C 2.480 0.040 0.374
S 0.760 -0.715 -2.539
S 0.832 2.370 -1.263
H -0.091 0.687 1.999
H -1.065 1.710 1.079
H -1.791 0.257 1.739
H -1.795 -0.960 -1.646
H -2.017 0.750 -1.418
H -2.772 -0.247 -0.190
H -1.346 -1.938 1.126
H -0.026 -2.186 -0.087
H 0.395 -1.358 1.437
H 2.868 -0.948 0.127
H 3.234 0.739 0.097
H 2.210 0.271 1.495
H 1.079 2.197 -2.716
*
```

No. 6
Below is C15H23FeNOS5Te as an isolated structure at a distorted geometry, with properties calculated with wB97M-V/def2-TZVPD.

* orbital gap (alpha / beta): 3.9 / 4.2 eV
* HOMO energy (alpha / beta): 0.0 / -0.3 eV
* expectation value of S²: 6.0434
* E_LUMO (alpha / beta): 3.893 / 3.891 eV
* ΔE to the lowest compared entry with this formula, charge and spin: 13.6 kcal per mole

```
! wB97M-V def2-TZVPD RIJCOSX def2/J DEFGRID3
* xyz -2 5
Fe 0.458 0.391 1.077
C 3.537 -4.311 -0.655
C 2.093 -4.589 -1.082
S 1.134 -3.050 -1.289
C -0.235 -3.338 -0.127
C 0.158 -3.292 1.344
S 0.621 -1.615 2.031
C 2.314 -2.115 2.512
C 3.322 -2.268 1.371
S 3.741 -4.055 1.129
H 3.937 -3.441 -1.178
H 4.169 -5.172 -0.885
H 1.598 -5.220 -0.341
H 2.083 -5.108 -2.045
H -0.655 -4.315 -0.375
H -0.969 -2.566 -0.358
H 0.986 -3.977 1.523
H -0.697 -3.598 1.952
H 2.219 -3.053 3.062
H 2.615 -1.325 3.194
H 4.246 -1.745 1.587
H 2.926 -1.873 0.447
S -1.301 1.469 1.908
C -2.278 2.879 1.508
C -2.289 3.919 2.449
C -3.044 5.072 2.278
C -3.814 5.206 1.127
C -3.817 4.191 0.181
C -3.070 3.000 0.324
S -3.192 1.773 -0.918
H -1.669 3.801 3.331
H -3.023 5.856 3.028
H -4.409 6.101 0.967
H -4.412 4.297 -0.718
C -1.321 2.084 -3.534
N -0.401 1.505 -2.555
C 0.620 2.353 -1.931
C -0.819 0.436 -1.870
O -0.215 -0.092 -0.936
H -0.877 2.990 -3.939
H -2.277 2.331 -3.063
H -1.490 1.385 -4.357
H 0.718 3.279 -2.497
H 1.580 1.845 -1.893
H 0.353 2.591 -0.905
H -1.705 -0.044 -2.299
Te 2.551 1.410 1.416
*
```

What did the fourth record say?
Below is a 4-piece molecular cluster, C6H14O3 overall at a distorted geometry, with properties calculated with wB97M-V/def2-TZVPD.

* orbital gap: 8.9 eV
* SMILES string: C=C/C=C/C=C.O.O.O
* HOMO energy: -8.5 eV
* E_LUMO: 0.388 eV
* ΔE to the lowest compared entry with this formula, charge and spin: 65.1 kcal per mole

```
! wB97M-V def2-TZVPD RIJCOSX def2/J DEFGRID3
* xyz 0 1
C 1.810 -2.093 -0.564
C 0.559 -2.276 -0.138
C -0.262 -1.206 0.426
C -1.453 -0.827 -0.021
C -2.248 0.284 0.493
C -1.971 1.191 1.426
H 2.266 -2.734 -1.299
H 2.446 -1.299 -0.189
H 0.105 -3.196 -0.494
H 0.217 -0.692 1.259
H -1.934 -1.357 -0.837
H -3.213 0.457 0.012
H -1.029 1.115 1.965
H -2.613 2.003 1.730
O -1.115 1.057 -2.499
H -0.425 0.671 -3.038
H -1.782 0.437 -2.210
O 1.441 1.122 2.363
H 1.170 2.019 2.131
H 1.763 0.842 1.484
O 2.135 1.532 -0.308
H 1.298 1.648 -0.770
H 2.835 1.304 -0.922
*
```